A structure of composition C13H13Br12F3O9 at a distorted geometry. Source: OMol25; level of theory: ωB97M-V/def2-TZVPD.

```
50
Properties=species:S:1:pos:R:3:nbo_charge:R:1
O -7.00729 20.58598 -16.42437 -0.48
H -9.97936 15.64678 -23.49084 0.21
H -4.08888 17.36822 -21.66877 0.19
C -5.99605 20.11388 -15.76572 0.97
H -4.49046 21.41557 -23.25212 0.17
Br -2.59658 23.04540 -24.04986 -0.13
H -4.92831 18.19085 -22.99240 0.21
C -9.31982 16.51443 -23.47361 -0.43
Br -7.46629 15.74985 -23.67649 0.06
O -5.24702 20.25665 -19.28586 -0.61
Br -9.69729 17.46913 -21.76574 0.09
C -6.16542 17.72008 -21.23916 0.43
C -5.83463 22.31284 -15.85639 0.43
H -5.13534 23.02137 -16.30031 0.17
O -4.62270 19.35436 -21.31087 -0.46
H -1.01161 15.67286 -23.71410 0.22
Br -5.91725 23.07416 -24.40519 -0.24
Br -9.69029 17.75646 -25.02771 0.07
O -7.53554 20.77556 -22.54263 -0.58
H -11.29125 22.34918 -23.88816 0.20
C -4.32257 22.49087 -23.31256 -0.50
Br -2.56331 19.25718 -17.55968 0.10
O -9.40035 21.60828 -23.71957 -0.51
H -7.06697 18.00972 -21.77899 0.17
F -11.08456 22.59482 -21.36878 -0.34
C -6.78421 21.89282 -16.98149 -0.14
Br 0.80591 16.20611 -22.02022 0.08
H -2.38574 17.43409 -19.46329 0.20
C -8.50332 21.52346 -22.68098 1.00
C -4.84899 18.11187 -21.90816 -0.13
F -6.54585 22.82764 -14.88425 -0.32
Br -2.42985 15.21447 -21.62863 0.06
Br -4.64578 22.93137 -21.31459 -0.27
O -5.11828 21.04386 -15.54942 -0.49
O -8.82476 22.44768 -21.83614 -0.47
H -10.01284 23.43194 -24.40174 0.21
H -7.67546 22.49554 -17.15613 0.21
Br -0.16068 13.26255 -22.92469 0.05
Br -1.31483 19.47002 -20.64584 0.10
C -0.76720 15.18663 -22.76967 -0.41
O -6.08798 18.37512 -20.01615 -0.47
C -5.29347 19.37578 -20.15188 0.98
H -6.34700 21.94483 -17.97861 0.24
O -5.96374 19.00069 -15.23731 -0.61
C -10.08470 23.04666 -22.17550 0.44
Br -0.06357 17.31986 -18.49949 0.03
C -10.28539 22.69348 -23.64775 -0.13
H -10.06873 24.12063 -21.98996 0.17
F -6.17765 16.42743 -20.98690 -0.33
C -1.74175 18.24132 -19.11432 -0.43
```

Values from the calculation:
DFT total energy, Ha: -32368.03142
Spin multiplicity: 2
Kohn-Sham gap (spin up / spin down), eV: 2.1273 / 6.3055
Total charge: -1
LUMO level (spin up / spin down), Ha: 0.029 / 0.029
<S²>: 0.76


The ion C13H13BrNO2 with charge +1 at a distorted geometry. Source: OMol25; level of theory: ωB97M-V/def2-TZVPD.

```
30
Properties=species:S:1:pos:R:3:nbo_charge:R:1
H -1.44272 1.52775 0.55703 0.23
O 2.73063 -1.95800 0.73138 -0.45
H -0.32812 -1.05480 -2.62896 0.44
H -0.95286 -0.33842 -1.26855 0.44
H 0.53978 1.09659 -3.40085 0.22
Br -0.48175 -2.95190 4.57040 0.08
H 4.26763 -3.23849 1.71303 0.24
C -0.87075 -1.08928 2.56241 0.28
H 1.84929 -0.57368 -1.94595 0.23
H 2.46540 -3.67458 3.49275 0.26
C -0.45538 -0.31769 1.46922 -0.12
H 2.39341 0.77630 -0.22927 0.27
C -1.45586 0.70346 1.32062 -0.35
C 0.82020 -0.41411 0.87742 -0.13
H 1.66659 2.00763 -2.41738 0.26
C 0.78145 1.38367 -2.39280 -0.64
C -2.33796 0.56289 2.42562 0.16
C 2.24065 -3.15539 2.55321 -0.27
C 1.10585 -2.37892 2.19225 -0.17
O -1.94579 -0.55619 3.17164 -0.40
C -0.11098 -2.11627 2.85048 -0.05
C 1.28353 0.56714 -0.12115 -0.44
H 0.79806 1.49133 0.10678 0.23
C 3.17119 -2.98208 1.59859 0.10
C 1.54451 -1.56516 1.21211 0.34
N -0.16737 -0.76525 -1.66291 -0.67
C 1.01392 0.08801 -1.55713 -0.05
H 0.03572 -1.60717 -1.07970 0.46
H 0.05646 2.09552 -2.03510 0.23
H -3.18644 1.23206 2.63882 0.24
```

Values from the calculation:
Energy relative to the best compared isomer or geometry (same formula, charge and spin), eV: 0.3094
DFT total energy, Ha: -3282.11631
Structure (SMILES): C[C@H]([NH3+])Cc1c2ccoc2c(Br)c2ccoc12
Kohn-Sham gap, eV: 7.9974
Total charge: +1
LUMO level, Ha: -0.118


A structure of composition C13H13Cl2FeN3S2Te at a distorted geometry. Source: OMol25; level of theory: ωB97M-V/def2-TZVPD.

```
35
Properties=species:S:1:pos:R:3:nbo_charge:R:1
S -0.74732 -2.16917 -0.38387 -0.30
N 1.99413 -1.77896 -0.74920 -0.69
N 1.67869 -2.62476 0.39674 -0.45
H 0.92182 -4.87083 1.38085 0.40
H 1.92928 -2.31197 -1.62518 0.40
C 0.65229 0.95205 2.82209 -0.20
C -0.09414 1.19342 -3.51530 -0.21
H -1.01706 -0.16459 6.15871 0.21
H 2.47174 -2.86409 0.98574 0.41
C -0.60431 0.19140 5.20357 -0.24
H 2.93614 -1.35401 -0.62934 0.42
C -1.97693 2.66800 -3.25968 -0.23
S 1.38633 0.51028 -2.82019 -0.36
H 1.90694 2.20071 3.92724 0.22
H -0.74481 -0.38987 1.85084 0.20
Cl -1.43066 1.15263 -1.03510 0.03
C -1.28163 2.00130 -5.46897 -0.22
C 1.03911 1.53365 4.05962 -0.27
C -2.05730 2.73226 -4.65308 -0.22
H -2.86932 3.39214 -5.07006 0.22
H -2.60220 3.27644 -2.58523 0.23
Te 1.83581 1.12159 1.05774 -0.26
C -1.11219 1.75416 -2.70308 -0.02
Cl 1.14351 0.95814 -5.95151 0.03
H -0.77994 -4.57652 1.06682 0.43
C -0.97532 -0.38344 4.02600 -0.21
H 0.51018 1.76526 6.17080 0.21
C -0.44197 0.04725 2.80869 -0.26
N 0.17171 -4.23417 1.16243 -0.77
C -0.17384 1.38246 -4.92865 -0.05
C 0.44986 -3.12089 0.47504 0.35
H -1.48095 2.14156 -6.58062 0.24
H -1.64982 -1.23097 4.02479 0.21
C 0.36664 1.21647 5.20921 -0.20
Fe 0.64553 -0.11694 -0.82787 0.94
```

Values from the calculation:
DFT total energy, Ha: -3915.90134
Spin multiplicity: 5
Kohn-Sham gap (spin up / spin down), eV: 6.7171 / 6.8007
Total charge: 0
LUMO level (spin up / spin down), Ha: -0.005 / -0.006
<S²>: 6.02


A cluster of 2 separate species, C13H13Cl2NO6P2 in total at a distorted geometry. Source: OMol25; level of theory: ωB97M-V/def2-TZVPD.

```
37
Properties=species:S:1:pos:R:3:nbo_charge:R:1
C -3.71261 -1.78465 1.93138 0.40
C 1.67520 1.19642 1.11144 0.51
H -2.24227 2.19546 -2.39446 0.24
H 2.87286 -2.51044 -0.97266 0.51
H -3.75938 -0.12411 -1.55855 0.26
P 2.20324 -4.26025 0.25332 1.92
H -0.15271 3.63400 -2.03151 0.37
C 2.53461 -0.19912 1.44568 -0.22
C -0.38313 1.91638 -0.84524 0.21
C -1.82396 1.49318 -1.53118 -0.25
H 1.76392 6.23296 -2.23498 0.23
C -0.66756 -0.43312 0.73471 -0.09
Cl 0.76121 8.02347 -3.40345 -0.01
C 0.05599 -1.39707 1.89453 0.54
N 0.42717 3.15662 -1.27742 -0.83
C 0.74883 6.62902 -2.31707 -0.39
O -0.62277 -2.05221 2.84894 -0.55
O 2.09055 2.41595 1.47226 -0.50
H 1.77911 -3.84180 3.18198 0.07
C -2.71724 0.16672 -1.09981 -0.18
H -3.28284 -2.08611 3.00359 0.19
O 0.67086 -3.97491 -0.15962 -1.07
C 1.72534 -1.43481 1.79628 -0.34
H 1.34466 2.83213 -1.70884 0.38
P 2.52824 -3.15929 2.15820 0.19
C -2.88110 -2.19524 0.55863 -0.54
C 0.22104 0.92492 0.33058 -0.15
H -2.07980 -3.00937 0.90404 0.26
O 3.24933 -3.45912 -0.92616 -0.95
O -4.82944 -1.06395 1.76066 -0.54
H 1.85811 -6.39011 -0.27118 0.52
H -3.53540 -2.71920 -0.25781 0.26
O 2.50753 -5.96927 0.39057 -0.94
Cl -0.31760 5.35749 -2.92622 -0.02
H 3.70440 -0.22747 1.41167 0.27
H 0.39646 6.94771 -1.33303 0.23
C -2.11088 -0.83081 0.06074 0.02
```

Values from the calculation:
DFT total energy, Ha: -2611.97271
Structure (SMILES): Nc1ccc(CC=O)c2c1C(=O)C=C(PP(=O)(O)O)C2=O.ClCCl
Kohn-Sham gap, eV: 6.5426
Total charge: 0
LUMO level, Ha: -0.075


A structure of composition C13H13Co2N2O6Si at a distorted geometry. Source: OMol25; level of theory: ωB97M-V/def2-TZVPD.

```
37
Properties=species:S:1:pos:R:3:nbo_charge:R:1
C 4.76357 0.20517 -0.60974 0.55
C -1.85487 1.26539 0.30062 -0.70
H -5.66822 2.61602 0.04445 0.25
H 0.35507 0.62455 1.46573 0.23
H -5.42711 -0.48865 0.39152 0.25
N -1.66124 1.64745 1.58985 0.06
O 2.25077 -0.29853 -2.98102 -0.41
H -3.46238 1.85395 -2.60617 0.24
O 4.92388 0.91643 -1.50889 -0.41
C 4.74769 0.39884 2.04230 0.49
C 6.08434 -1.68320 1.00958 0.53
O 0.15881 -3.76865 -1.24191 -0.39
H -3.80235 -1.21983 0.45550 0.24
N -1.35405 1.91833 2.67779 -0.01
O 4.65517 -3.71723 -1.32533 -0.42
O 7.11129 -2.18970 1.17975 -0.36
Co 4.56944 -0.81867 0.80777 0.31
H -4.50438 2.90695 1.35681 0.24
H -4.21649 3.59746 -0.25418 0.24
C 2.63684 -1.38579 1.10895 -0.61
C 2.30607 -0.92017 -2.00844 0.55
H 2.50618 -1.88719 2.07697 0.26
H -4.35255 -0.15681 1.77150 0.24
Si -3.68128 1.15642 -0.22500 1.61
C 3.85147 -2.96671 -0.96924 0.51
H -4.84584 0.76582 -2.36504 0.25
H 0.45455 0.76748 -0.44092 0.21
C -4.38281 -0.31618 0.68498 -1.12
O 4.84096 1.21921 2.85379 -0.38
C 1.03495 -3.06874 -0.96816 0.65
C -4.59926 2.71634 0.27889 -1.12
H -3.19624 0.10245 -2.42805 0.24
C -3.80025 0.95064 -2.08079 -1.11
C 0.69344 0.27242 0.49564 -0.44
C 1.61833 -0.71316 0.43958 -0.02
H -1.14421 1.65186 -0.44323 0.24
Co 2.39070 -1.95399 -0.57583 0.06
```

Values from the calculation:
Energy relative to the best compared isomer or geometry (same formula, charge and spin), eV: 1.0176
DFT total energy, Ha: -4118.66209
Kohn-Sham gap, eV: 3.7607
Total charge: +1
LUMO level, Ha: -0.257


An isolated molecule of C13H13F6N3O3S at a distorted geometry. Source: OMol25; level of theory: ωB97M-V/def2-TZVPD.

```
39
Properties=species:S:1:pos:R:3:nbo_charge:R:1
H -1.58205 -1.52091 -1.14645 0.21
F 2.22843 1.85326 3.33936 -0.33
N -0.42406 -4.39803 -1.57604 -0.51
H -0.38809 -5.64488 -3.29898 0.17
C -0.52539 3.07407 1.27976 -0.06
H 0.29014 -2.79341 -2.60321 0.17
O 2.45427 -0.55318 -1.02302 -0.88
H 0.85449 -2.38009 -0.18118 0.31
C -0.67621 -3.18458 -1.96668 -0.21
F -2.72823 4.54085 0.41817 -0.30
F 0.38518 2.07378 4.11320 -0.28
O 1.31397 -4.13737 -0.01644 -0.58
C 0.70968 -4.75974 -0.72641 0.83
F 1.36949 3.89534 3.11748 -0.35
H 1.62789 -6.66326 -0.35181 0.37
C -0.63245 1.62327 -0.62498 -0.17
O 0.47179 -0.40297 -2.58656 -0.91
C -0.90109 2.81403 0.00990 -0.16
H 1.95415 0.49106 1.47523 0.30
H -0.92441 1.51363 -1.51119 0.24
H 0.06481 -7.68454 -2.21869 0.20
C 0.31090 0.90135 -0.37928 -0.30
H -0.85931 -7.44220 -1.00377 0.14
F -1.57122 4.53098 -1.43093 -0.39
C -2.12900 3.61320 -0.37683 0.99
C 1.05735 1.10402 0.84024 -0.12
C -0.70027 -5.70932 -2.39650 -0.15
C -0.91421 -2.32802 -0.76297 -0.29
C 0.78837 2.24365 1.84388 -0.06
H -0.95116 3.73966 1.90425 0.22
H -1.94901 -5.75384 -2.31697 0.19
C 1.06059 2.49158 3.07999 0.88
N 0.25208 -1.85140 -0.14124 -0.64
C -0.08686 -6.94425 -1.60486 -0.19
N 0.76020 -6.17805 -1.02351 -0.64
F -3.19076 2.92411 -1.03058 -0.33
H -1.67477 -3.28525 -2.67020 0.21
H -1.50890 -2.72978 0.05572 0.23
S 1.08215 -0.48174 -1.28465 2.19
```

Values from the calculation:
DFT total energy, Ha: -1890.07938
Structure (SMILES): O=C1NCCN1CCNS(=O)(=O)c1cc(C(F)(F)F)cc(C(F)(F)F)c1
Kohn-Sham gap, eV: 8.0897
Total charge: 0
LUMO level, Ha: -0.031